w | {"formula": "C2H15NO4", "method": "the ωB97M-V functional and the def2-TZVPD basis", "charge": 0, "smiles": "CCN.O.O.O.O", "species": ["C", "C", "N", "H", "H", "H", "H", "H", "H", "H", "H", "H", "O", "H", "H", "O", "H", "H", "O", "H", "H", "O"], "coordinates": [[-3.060, -0.298, 0.074], [-1.789, -0.865, 0.653], [-0.565, -0.657, -0.181], [-2.949, 0.642, -0.468], [-3.882, -0.294, 0.784], [-3.311, -0.940, -0.785], [-1.790, -1.949, 0.783], [-1.515, -0.499, 1.643], [-0.489, -1.486, -0.743], [-0.592, 0.158, -0.776], [-1.209, 2.310, 2.199], [-2.403, 3.284, 2.474], [-1.991, 2.716, 1.819], [5.028, 0.563, -0.191], [4.832, 1.521, -1.337], [4.425, 0.762, -0.906], [-0.527, -0.791, -2.814], [-0.010, 0.293, -3.701], [-0.825, -0.022, -3.304], [4.661, -2.072, 1.870], [4.107, -0.807, 1.191], [3.853, -1.570, 1.718]]}

***

x | {"formula": "C2H15NO4", "method": "the ωB97M-V functional and the def2-TZVPD basis", "charge": 0, "smiles": "CCN.O.O.O.O", "species": ["C", "C", "N", "H", "H", "H", "H", "H", "H", "H", "H", "H", "O", "H", "H", "O", "H", "H", "O", "H", "H", "O"], "coordinates": [[0.376, -2.147, -2.226], [-0.901, -1.930, -1.466], [-0.614, -1.122, -0.274], [1.217, -2.416, -1.578], [0.756, -1.306, -2.811], [0.300, -2.957, -2.957], [-1.408, -2.828, -1.182], [-1.610, -1.458, -2.156], [-0.063, -1.741, 0.304], [-1.409, -0.914, 0.305], [-0.763, 0.979, -1.310], [0.354, 1.789, -1.362], [-0.154, 1.292, -2.011], [1.897, 1.170, 1.624], [1.926, 0.347, 0.397], [1.720, 1.250, 0.679], [1.526, 2.243, 6.241], [1.930, 1.666, 4.895], [1.806, 2.500, 5.357], [-1.951, 1.978, 0.541], [-2.473, 2.102, -0.884], [-2.461, 1.501, -0.126]]}

***

y | {"formula": "C2H15NO4", "method": "the ωB97M-V functional and the def2-TZVPD basis", "charge": 0, "smiles": "CNC.O.O.O.O", "species": ["C", "N", "C", "H", "H", "H", "H", "H", "H", "H", "H", "H", "O", "H", "H", "O", "H", "H", "O", "H", "H", "O"], "coordinates": [[2.075, 0.548, -0.492], [1.655, -0.520, 0.440], [1.204, -1.728, -0.294], [1.403, 0.549, -1.349], [3.084, 0.388, -0.883], [1.993, 1.518, -0.009], [2.475, -0.807, 0.963], [0.660, -2.383, 0.388], [0.447, -1.409, -1.010], [2.046, -2.239, -0.758], [-0.680, 1.259, 1.963], [0.373, 0.186, 1.467], [-0.497, 0.316, 1.910], [-0.896, 3.156, -0.771], [-0.768, 1.647, -0.894], [-0.369, 2.418, -0.442], [-2.864, 0.194, -1.797], [-1.894, -0.207, -0.706], [-1.924, 0.172, -1.598], [-1.844, -0.553, 1.321], [-3.055, -1.514, 1.616], [-2.624, -0.993, 0.934]]}

***

Most stable: y (next structure +70.7 kJ/mol)

***

w | {"formula": "C2H7Br2N2", "method": "the ωB97M-V functional and the def2-TZVPD basis", "charge": 1, "species": ["C", "C", "N", "N", "Br", "Br", "H", "H", "H", "H", "H", "H", "H"], "coordinates": [[1.064, -0.655, 0.018], [-0.802, -0.200, 0.133], [1.585, -1.655, 0.886], [-0.913, 1.078, -0.771], [2.045, 1.146, 0.317], [-1.468, 0.163, 1.825], [1.203, -0.923, -1.091], [-1.155, -1.022, -0.473], [2.292, -2.330, 0.688], [1.619, -1.416, 1.828], [-0.514, 1.127, -1.697], [-0.505, 1.835, -0.163], [-1.972, 1.310, -0.694]]}

***

x | {"formula": "C2H7Br2N2", "method": "the ωB97M-V functional and the def2-TZVPD basis", "charge": 1, "species": ["C", "C", "N", "N", "Br", "Br", "H", "H", "H", "H", "H", "H", "H"], "coordinates": [[-1.217, -1.170, 1.149], [0.695, 1.111, 0.236], [-1.405, -1.996, 0.077], [1.105, 1.650, -1.125], [-1.768, 0.523, 0.811], [1.622, -0.673, 0.584], [-1.008, -1.754, 2.120], [1.235, 1.689, 0.958], [-1.302, -3.006, 0.158], [-1.582, -1.670, -0.833], [1.604, 0.928, -1.633], [1.759, 2.448, -0.948], [0.264, 1.919, -1.554]]}

***

Most stable: w (next structure +220.8 kJ/mol)

***

w | {"formula": "C4H10O4", "method": "the ωB97M-V functional and the def2-TZVPD basis", "charge": 0, "smiles": "C=C(C)O.OC(O)O", "species": ["C", "C", "C", "O", "H", "H", "H", "H", "H", "H", "H", "H", "C", "O", "O", "O", "H", "H"], "coordinates": [[-0.576, -0.242, 1.485], [-0.824, -1.646, 1.026], [0.600, 0.203, 1.919], [-1.633, 0.617, 1.403], [-2.403, 0.158, 1.049], [-0.619, 0.829, -1.062], [0.009, -2.287, 1.289], [1.440, -0.459, 2.023], [-1.729, -2.044, 1.481], [-0.940, -1.664, -0.060], [0.718, 1.220, 2.249], [1.303, 0.796, 0.053], [0.318, 0.796, -1.634], [0.200, 1.739, -2.629], [0.405, -0.500, -2.135], [1.430, 1.099, -0.862], [1.211, -0.584, -2.659], [1.090, 1.967, -2.938]]}

***

x | {"formula": "C4H10O4", "method": "the ωB97M-V functional and the def2-TZVPD basis", "charge": 0, "species": ["C", "C", "O", "H", "H", "H", "H", "H", "H", "C", "C", "O", "O", "O", "H", "H", "H", "H"], "coordinates": [[-1.705, 1.492, -0.682], [-0.961, 0.759, -1.791], [-1.227, 1.155, 0.621], [-1.334, 0.202, 0.750], [-2.782, 1.296, -0.758], [-1.565, 2.571, -0.778], [-1.320, 1.076, -2.773], [0.111, 0.958, -1.733], [-1.109, -0.321, -1.710], [1.816, 0.058, 1.261], [0.415, -2.088, 0.720], [1.602, -1.097, 0.415], [1.119, -3.134, 0.679], [-0.696, -1.716, 0.896], [2.026, -2.227, 0.529], [0.939, 0.699, 1.176], [1.973, -0.253, 2.296], [2.697, 0.569, 0.881]]}

***

Most stable: w (next structure +100.3 kJ/mol)

***

w | {"formula": "C4H7FO", "method": "the ωB97M-V functional and the def2-TZVPD basis", "charge": 0, "smiles": "C=C[C@@](C)(O)F", "species": ["C", "C", "C", "C", "O", "F", "H", "H", "H", "H", "H", "H", "H"], "coordinates": [[-0.537, 0.677, 1.986], [-0.297, 0.763, 0.698], [-0.090, -0.305, -1.664], [0.099, -0.406, -0.176], [1.501, -0.627, 0.152], [-0.591, -1.635, 0.057], [-0.583, 1.487, 2.667], [-0.773, -0.277, 2.505], [-0.154, 1.833, 0.472], [0.278, -1.318, -1.957], [-1.122, 0.045, -1.876], [0.359, 0.600, -2.233], [1.911, -0.838, -0.632]]}

***

x | {"formula": "C4H7FO", "method": "the ωB97M-V functional and the def2-TZVPD basis", "charge": 0, "smiles": "C/C(F)=C/CO", "species": ["C", "C", "C", "C", "H", "H", "H", "H", "H", "H", "H", "O", "F"], "coordinates": [[-2.092, -0.562, -0.097], [-0.805, 0.183, 0.023], [0.365, -0.301, 0.172], [1.607, 0.598, 0.219], [-2.609, -0.147, -0.986], [-2.684, -0.369, 0.795], [-1.852, -1.637, -0.105], [0.409, -1.409, 0.374], [1.384, 1.595, -0.245], [1.838, 0.781, 1.273], [2.732, -0.146, -1.118], [2.735, -0.123, -0.200], [-1.028, 1.537, -0.104]]}

***

y | {"formula": "C4H7FO", "method": "the ωB97M-V functional and the def2-TZVPD basis", "charge": 0, "smiles": "CCO/C=C\\F", "species": ["C", "C", "C", "C", "H", "H", "H", "H", "H", "H", "H", "O", "F"], "coordinates": [[-2.019, 0.962, 0.372], [-1.562, -0.537, -0.192], [0.517, -0.902, 0.296], [1.695, -0.198, 0.514], [-2.132, 1.398, 1.590], [-3.190, 0.995, -0.034], [-1.443, 1.749, -0.269], [-1.696, -1.361, 0.733], [-2.441, -0.758, -0.836], [0.139, -1.580, 1.028], [2.504, -0.491, 1.284], [-0.258, -0.485, -0.794], [2.059, 0.885, -0.343]]}

***

z | {"formula": "C4H7FO", "method": "the ωB97M-V functional and the def2-TZVPD basis", "charge": 0, "smiles": "O[C@H]1C[C@H](F)C1", "species": ["C", "C", "C", "C", "H", "H", "H", "H", "H", "H", "H", "O", "F"], "coordinates": [[0.860, -0.607, 0.505], [0.601, 0.901, 0.195], [-0.708, 0.483, -0.372], [-0.621, -0.862, 0.363], [1.951, -1.975, -0.349], [1.306, -0.764, 1.472], [0.513, 1.405, 1.174], [1.307, 1.430, -0.391], [-0.585, 0.396, -1.439], [-0.932, -1.809, -0.133], [-1.191, -0.738, 1.304], [1.667, -1.087, -0.561], [-1.833, 1.250, -0.143]]}

***

Most stable: z (next structure +8.4 kJ/mol)

***

w | {"formula": "C4H7FO", "method": "the ωB97M-V functional and the def2-TZVPD basis", "charge": 0, "smiles": "CC[C@@H](F)C=O", "species": ["C", "C", "C", "C", "H", "H", "H", "H", "H", "H", "H", "O", "F"], "coordinates": [[-1.318, -0.247, -1.195], [-0.657, 0.930, -0.416], [0.119, 0.402, 0.761], [1.251, -0.535, 0.172], [-0.606, -0.853, -1.682], [-1.895, 0.142, -2.031], [-1.963, -0.854, -0.522], [-0.065, 1.437, -1.173], [-1.387, 1.609, -0.059], [0.624, 1.260, 1.248], [1.492, -1.412, 0.797], [1.759, -0.189, -0.807], [-0.738, -0.346, 1.549]]}

***

x | {"formula": "C4H7FO", "method": "the ωB97M-V functional and the def2-TZVPD basis", "charge": 0, "species": ["C", "C", "C", "C", "O", "F", "H", "H", "H", "H", "H", "H", "H"], "coordinates": [[-1.454, -0.069, 0.465], [-0.211, -0.208, -1.259], [-0.078, -0.020, 1.076], [0.845, 0.038, -0.149], [1.489, 1.242, -0.482], [1.738, -0.977, -0.020], [-2.225, 0.718, 0.368], [-2.056, -0.976, 0.644], [-0.123, -1.190, -1.715], [-0.564, 0.593, -1.863], [0.192, 0.703, 1.823], [-0.018, -0.961, 1.491], [2.465, 1.108, -0.380]]}

***

y | {"formula": "C4H7FO", "method": "the ωB97M-V functional and the def2-TZVPD basis", "charge": 0, "smiles": "CO/C(C)=C\\F", "species": ["C", "C", "C", "C", "H", "H", "H", "H", "H", "H", "H", "O", "F"], "coordinates": [[1.411, 1.260, 0.133], [-0.333, -0.348, -0.285], [-1.760, -0.145, -0.025], [0.303, -1.510, -0.108], [2.228, 0.573, 0.089], [1.676, 2.240, -0.297], [1.061, 1.397, 1.218], [-1.884, 0.425, 0.910], [-2.174, 0.439, -0.831], [-2.252, -1.117, 0.088], [-0.314, -2.457, 0.014], [0.356, 0.800, -0.712], [1.683, -1.556, -0.195]]}

***

Most stable: w (next structure +72.3 kJ/mol)

***

w | {"formula": "C3H7FN3", "method": "the ωB97M-V functional and the def2-TZVPD basis", "charge": 1, "species": ["C", "C", "C", "N", "N", "N", "F", "H", "H", "H", "H", "H", "H", "H"], "coordinates": [[-1.840, 0.479, 0.110], [2.180, -1.814, -0.328], [1.781, -1.192, -1.421], [-2.771, -0.199, 0.018], [-0.803, 1.236, 0.294], [-0.745, 2.087, 1.367], [1.048, -0.108, -1.185], [2.635, -2.760, -0.427], [1.967, -1.467, 0.696], [2.035, -1.432, -2.414], [-3.545, -0.789, 0.366], [-0.297, 1.424, -0.542], [-1.367, 2.913, 1.266], [-0.277, 1.621, 2.200]]}

***

x | {"formula": "C3H7FN3", "method": "the ωB97M-V functional and the def2-TZVPD basis", "charge": 1, "species": ["C", "C", "C", "N", "N", "N", "F", "H", "H", "H", "H", "H", "H", "H"], "coordinates": [[1.533, -0.069, 0.546], [-2.032, -0.296, -0.296], [2.582, -0.608, -0.213], [-1.869, 0.836, 0.549], [-1.689, 0.865, -0.867], [0.692, 0.480, 1.122], [-1.083, -1.270, 0.022], [-2.911, -0.939, -0.396], [2.149, -1.004, -1.060], [3.311, 0.177, -0.473], [3.182, -1.409, 0.274], [-2.640, 1.417, 0.906], [-0.803, 1.062, -1.294], [-0.420, 0.759, 1.180]]}

***

Most stable: x (next structure +51.2 kJ/mol)